Here is C26H35N3O6S as an isolated structure at a distorted geometry from OMol25. Energies are from ωB97M-V/def2-TZVPD.

Computed properties:
- F_max: 19.805 eV/Å
- Relative energy (zero: lowest compared OMol25 entry of this formula, charge and spin): 27.534 eV
- HOMO-LUMO gap: 7.14 eV

```
! RIJCOSX wB97M-V def2-TZVPD def2/J DEFGRID3
* xyz 0 1
C -4.35528 -4.66350 -0.83585
C -3.42403 -3.46553 -1.33479
H -3.49768 -3.20418 -2.44371
H -2.46432 -3.65001 -1.10450
O -4.05436 -2.51511 -0.78584
C -3.50035 -1.22930 -0.72065
C -2.46688 -1.02590 -1.45123
C -1.80625 0.37435 -1.79492
C -2.31940 1.40628 -0.97413
C -3.31722 1.11494 -0.04869
C -4.00794 0.11206 0.04421
O -5.12520 -0.31194 0.69198
C -5.53421 0.36650 1.57376
C -4.68988 0.81680 2.98119
H -3.74924 1.13508 2.57623
H -4.63102 -0.26557 3.55227
H -5.18644 1.23346 3.68543
H -5.74613 1.45585 1.26153
H -6.43100 0.24748 1.89086
H -3.74026 2.02821 0.67669
N -1.65031 2.61242 -1.02346
C -1.76556 3.73104 0.10976
O -2.44154 3.87948 0.92231
C -0.55215 4.67354 -0.10288
N 0.75926 4.11418 -0.22213
C 1.45412 3.28023 -0.97494
O 1.01062 3.13413 -2.13327
C 2.51185 2.48874 -0.60825
C 2.04451 1.10050 0.16345
C 3.11648 0.13725 0.37068
C 4.42433 0.47264 -0.10786
C 4.71778 1.53375 -0.81063
C 3.82663 2.56534 -0.93486
H 4.05160 3.31013 -1.48312
H 5.74230 1.66432 -0.97079
C 5.47412 -0.49128 0.24434
H 5.34381 -1.06527 1.04782
H 5.27493 -1.51256 -0.20392
H 6.42059 -0.26265 0.08414
S 2.40773 -1.20128 1.19537
O 3.43910 -1.69973 2.39012
O 0.97365 -1.12209 1.58175
N 2.77703 -2.50172 -0.06019
C 3.04261 -3.95131 0.41693
C 1.67015 -4.46682 0.60826
C 1.05927 -4.59211 -0.58559
C 0.74821 -3.19876 -0.98628
C 2.13524 -2.52799 -1.20616
H 1.87337 -1.22975 -1.56284
H 2.40723 -2.76610 -2.03898
H 0.12470 -3.02252 -2.00932
H 0.13051 -2.50521 -0.31620
H 0.13736 -4.95669 -0.46728
H 1.47355 -5.17048 -1.26865
H 2.09453 -5.61666 1.12579
H 1.30280 -3.90061 1.69261
H 3.67347 -3.78573 1.22411
H 3.58106 -4.34207 -0.32170
H 1.13503 1.02783 0.36919
C 1.27033 3.86022 1.70635
H 1.23587 4.81164 1.73774
H 2.14381 3.38848 1.62035
H 0.42690 3.31272 1.91330
H -0.75577 5.45106 0.49154
H -0.44466 4.84047 -1.28134
H -0.85331 2.60032 -1.62014
H -0.93620 0.42254 -2.27220
H -1.93050 -1.56060 -2.12047
H -4.19417 -5.62964 -1.37238
H -5.39888 -4.42672 -0.75576
H -4.26260 -4.69395 0.26610
*
```

=====

Here is one molecule with the formula C4H8N2 at a distorted geometry from OMol25. Energies are from ωB97M-V/def2-TZVPD.

Computed properties:
- F_max: 3.134 eV/Å
- Relative energy (zero: lowest compared OMol25 entry of this formula, charge and spin): 5.117 eV
- HOMO-LUMO gap: 8.23 eV

```
! RIJCOSX wB97M-V def2-TZVPD def2/J DEFGRID3
* xyz 0 1
C -0.16686 -0.46454 1.97855
C -0.31193 0.66419 0.92749
C -1.18558 1.80746 1.20041
C 0.03782 0.46667 -0.40404
H -0.43270 -1.44982 1.53938
H -0.81272 -0.29300 2.95250
H 0.94649 -0.57373 2.21933
H 0.46500 -1.47619 -0.45449
H -0.88238 2.47673 0.29551
H 0.02003 1.34891 -1.13361
H -0.19677 -0.56372 -2.96731
H 1.45406 -0.35878 -2.72691
N 0.41405 -0.66229 -1.03233
N 0.65150 -0.92189 -2.39448
*
```

=====

Here is a 21-piece molecular cluster, C62H171N5O26 overall at a distorted geometry from OMol25. Energies are from ωB97M-V/def2-TZVPD.

Computed properties:
- F_max: 2.628 eV/Å
- HOMO-LUMO gap: 8.28 eV

```
! RIJCOSX wB97M-V def2-TZVPD def2/J DEFGRID3
* xyz 0 1
C 3.30568 -3.91769 0.31180
O 2.63594 -4.88250 1.10899
C 3.49339 -5.50840 2.04778
C 2.70154 -6.72892 2.64862
N 3.61805 -7.63880 3.39225
C 2.89387 -8.71185 4.09394
C 3.79663 -9.72966 4.86995
O 4.53304 -10.55661 3.95601
C 3.75715 -11.39806 3.12765
H 3.93712 -3.33038 0.97848
H 2.64117 -3.22506 -0.20471
H 3.91746 -4.43686 -0.42597
H 3.75644 -4.76659 2.80184
H 4.37006 -5.93942 1.56425
H 2.25643 -7.28525 1.82372
H 1.85144 -6.33900 3.20845
H 4.22502 -8.11394 2.73962
H 2.26262 -9.29967 3.42754
H 2.19167 -8.28309 4.80891
H 3.20972 -10.26145 5.61884
H 4.42497 -9.11698 5.51640
H 4.40150 -12.22312 2.82403
H 3.44530 -10.88597 2.21738
H 2.86537 -11.74640 3.64869
C 0.62797 4.43070 2.93511
O 0.18175 3.49834 1.99137
C -0.05822 2.23467 2.62352
C -0.38957 1.15279 1.59497
N 0.71247 0.96222 0.64165
C 0.32547 0.07920 -0.44745
C -0.12527 -1.33583 -0.11249
O -0.29525 -1.94477 -1.36947
C -0.53877 -3.36034 -1.18263
H 1.54617 4.11850 3.43263
H -0.14399 4.68633 3.66096
H 0.75256 5.38413 2.42176
H -0.89639 2.32800 3.31408
H 0.83753 1.96945 3.18513
H -1.28883 1.47969 1.07288
H -0.69086 0.27922 2.17306
H 0.85492 1.87778 0.23971
H 1.13830 -0.04473 -1.16302
H -0.45303 0.64586 -0.95826
H -1.11236 -1.18954 0.32610
H 0.47669 -1.87487 0.61907
H -1.40920 -3.61583 -0.57833
H 0.40850 -3.74125 -0.80094
H -0.63070 -3.84338 -2.15542
C -7.16371 -5.86964 -4.54255
O -7.05570 -4.46038 -4.36978
C -8.21793 -3.77884 -4.78703
C -7.78621 -2.25566 -4.74064
N -6.66912 -1.94581 -5.61156
C -6.02544 -0.70613 -5.22451
C -5.16716 -0.81665 -3.97039
O -4.12934 -1.75429 -4.18455
C -3.10553 -1.83284 -3.15131
H -7.33569 -6.10063 -5.59383
H -7.92162 -6.33904 -3.91538
H -6.18240 -6.29955 -4.34174
H -9.11326 -3.92803 -4.18353
H -8.52602 -4.13252 -5.77095
H -7.48991 -1.96278 -3.73339
H -8.63896 -1.62977 -5.00361
H -5.97235 -2.65928 -5.45166
H -6.77330 0.07327 -5.07841
H -5.41700 -0.33232 -6.04802
H -5.74819 -1.02917 -3.07297
H -4.74990 0.13844 -3.65133
H -3.47402 -2.17780 -2.18523
H -2.65177 -0.84774 -3.04289
H -2.32228 -2.50975 -3.49253
C 3.07422 -1.65297 -2.56327
O 4.27544 -2.21180 -3.15428
C 4.00564 -3.11541 -4.22584
C 3.37840 -4.47823 -3.78411
N 2.99105 -5.37885 -4.87578
C 2.69026 -6.73391 -4.48729
C 1.35211 -6.88733 -3.65842
O 1.46736 -6.43789 -2.28972
C 0.31229 -6.73862 -1.47667
H 3.35904 -1.04716 -1.70305
H 2.33390 -2.39654 -2.26812
H 2.58570 -0.99074 -3.27804
H 4.94734 -3.33946 -4.72692
H 3.41172 -2.68480 -5.03203
H 2.53997 -4.26824 -3.11999
H 4.03828 -5.02102 -3.10733
H 2.03517 -5.11238 -5.06392
H 3.51200 -7.18239 -3.92897
H 2.56808 -7.26473 -5.43143
H 1.10271 -7.93782 -3.80799
H 0.54009 -6.29081 -4.07422
H 0.26363 -6.15213 -0.55919
H 0.25047 -7.78422 -1.17503
H -0.56750 -6.46109 -2.05723
C 4.13722 -0.17149 -6.17937
O 3.07064 -0.77325 -6.86670
C 3.41850 -1.48188 -8.08618
C 2.14931 -1.79614 -8.88314
N 1.07897 -2.57942 -8.23575
C 1.38659 -3.98892 -7.93286
C 0.39598 -4.75923 -6.96283
O 0.67795 -4.48726 -5.60664
C 0.30017 -3.19145 -5.15535
H 4.89533 -0.85960 -5.80538
H 3.81796 0.33960 -5.27112
H 4.70301 0.48184 -6.84356
H 3.93006 -2.39715 -7.78833
H 4.08202 -0.93920 -8.75946
H 2.46680 -2.35266 -9.76494
H 1.75541 -0.83130 -9.20254
H 0.68155 -2.05206 -7.47152
H 2.36332 -4.05608 -7.45372
H 1.51222 -4.45507 -8.91011
H 0.57205 -5.82933 -7.07226
H -0.66320 -4.63681 -7.18920
H 0.23478 -3.07634 -4.07342
H -0.61213 -2.72651 -5.52904
H 1.06652 -2.45326 -5.39179
C 0.10973 3.63328 6.59310
C -1.23642 3.32594 7.26675
O -2.27260 4.08893 6.72181
H 0.30400 4.68855 6.78486
H 0.06436 3.37800 5.53439
H 0.89878 2.98727 6.97804
H -1.11871 3.53033 8.33092
H -1.44063 2.25608 7.22436
H -3.07217 3.99754 7.24520
C 2.14987 6.87560 -0.58257
C 3.24683 7.54189 -1.45155
O 4.03186 6.57624 -2.08753
H 1.67343 7.70899 -0.06626
H 2.51892 6.15787 0.15009
H 1.38499 6.41337 -1.20659
H 3.89422 8.11956 -0.79178
H 2.81740 8.27243 -2.13710
H 4.70970 6.94534 -2.65841
C -4.06342 -0.09741 2.17250
C -4.79926 -1.18552 1.41868
O -4.85962 -2.40220 2.22927
H -3.03403 -0.43097 2.30366
H -4.41382 0.04261 3.19509
H -4.24181 0.83386 1.63490
H -4.28677 -1.31231 0.46507
H -5.83842 -0.87865 1.30007
H -5.67063 -2.86382 2.00394
C -3.38983 1.64242 -1.01385
C -4.66406 2.53223 -1.15452
O -5.35183 2.25738 -2.35186
H -3.68981 0.62750 -0.75299
H -2.84754 1.91172 -0.10749
H -2.78536 1.56711 -1.91776
H -4.40883 3.59064 -1.20669
H -5.23995 2.43716 -0.23398
H -6.09034 2.87057 -2.36504
C -1.44328 7.48906 1.37337
C -1.44933 8.95613 0.96502
O -1.82057 8.87046 -0.41335
H -0.55913 6.94588 1.03967
H -2.35561 6.96620 1.08641
H -1.37847 7.41052 2.45859
H -0.50409 9.46104 1.16422
H -2.25146 9.49504 1.46923
H -2.71990 8.54995 -0.51364
C -1.04594 5.00975 -1.84891
C -0.24505 3.87657 -1.21127
O 0.52491 3.31770 -2.18767
H -1.91979 4.67757 -2.40938
H -0.41396 5.54045 -2.56098
H -1.51486 5.69676 -1.14447
H -0.88995 3.21353 -0.63457
H 0.40772 4.35669 -0.48225
H 1.43661 3.35898 -1.88980
C 2.33504 -1.97538 3.43018
C 3.00215 -0.64548 3.10334
O 3.09457 -0.37915 1.75853
H 1.27445 -1.95317 3.17972
H 2.59650 -2.43449 4.38357
H 2.72846 -2.72170 2.74001
H 3.99196 -0.68900 3.55775
H 2.52147 0.24239 3.51412
H 2.26883 0.03090 1.49091
C -2.73595 -5.87887 -4.39819
C -3.44979 -5.02166 -5.40723
O -3.67474 -5.78552 -6.57165
H -2.39018 -5.28598 -3.55142
H -1.79296 -6.22186 -4.82392
H -3.37085 -6.67975 -4.01923
H -2.81880 -4.15467 -5.60289
H -4.40292 -4.66507 -5.01670
H -3.88226 -5.25635 -7.34527
C -2.36555 8.45637 5.07021
C -2.66649 7.10676 5.63953
O -1.80960 6.11844 5.12096
H -2.99752 9.23630 5.49497
H -2.57647 8.32112 4.00940
H -1.37298 8.87662 5.23239
H -3.72338 6.85954 5.53972
H -2.42547 7.10832 6.70255
H -1.98707 5.24281 5.47220
C 1.29034 8.04034 4.30902
C 2.09903 8.24502 3.06587
O 3.39698 8.56140 3.49562
H 1.50483 8.80457 5.05605
H 1.37825 7.02439 4.69399
H 0.23289 8.13262 4.06121
H 1.70391 9.07450 2.47941
H 2.03224 7.35718 2.43705
H 3.91643 9.10497 2.89870
C -0.57133 -4.25619 2.60672
C -1.63677 -3.18261 2.66861
O -2.77309 -3.69226 3.40118
H -0.99931 -5.10619 2.07529
H -0.28304 -4.45652 3.63864
H 0.31612 -3.98925 2.03290
H -2.00055 -2.92870 1.67298
H -1.25893 -2.24121 3.06748
H -3.57226 -3.25956 3.09181
C 4.53275 4.26665 2.01904
C 3.78270 2.92901 2.12681
O 4.59740 1.83622 1.76449
H 3.95605 5.16110 2.25459
H 4.96372 4.37644 1.02389
H 5.37677 4.31099 2.70733
H 2.87571 2.93874 1.52234
H 3.51688 2.76846 3.17164
H 4.00894 1.08346 1.67131
C 4.79453 4.98181 6.78519
C 4.00757 5.51270 5.53231
O 4.74126 6.52547 4.82027
H 5.62717 4.40624 6.38078
H 4.13371 4.53566 7.52840
H 5.29956 5.82273 7.26043
H 3.09360 5.98917 5.88691
H 3.73955 4.75883 4.79207
H 4.10733 7.10066 4.38566
C 3.88499 1.79396 -1.54220
C 4.28599 3.19014 -1.94096
O 3.18991 4.02986 -1.66547
H 3.08228 1.45273 -2.19590
H 3.56606 1.82029 -0.50024
H 4.70553 1.09302 -1.69552
H 4.60518 3.31674 -2.97546
H 5.15089 3.40661 -1.31392
H 3.47298 4.94542 -1.72229
C -2.10417 -0.05456 5.47279
C -0.76473 -0.39400 6.09079
O 0.28191 0.09246 5.34655
H -2.09344 0.99219 5.16901
H -2.84930 -0.30222 6.22880
H -2.30723 -0.60145 4.55205
H -0.75765 -1.48212 6.15432
H -0.58959 -0.05067 7.11036
H 1.07200 -0.21381 5.79772
C -3.34965 3.80894 2.74904
C -4.62572 4.59650 2.51738
O -5.66083 3.73494 2.20846
H -3.16419 3.17108 1.88484
H -3.43780 3.17996 3.63487
H -2.51366 4.50698 2.79356
H -4.55126 5.25150 1.64932
H -4.85973 5.19978 3.39452
H -6.38927 4.24333 1.84443
*
```

=====

> The lowest F_max belongs to which entry?

C62H171N5O26